C6H29N2O6 | ωB97M-V/def2-TZVPD

Results
LUMO: -2.605 eV
charge: +1
relative energy (zero: lowest compared OMol25 entry of this formula, charge and spin): 144.5 kcal/mol

Geometry as XYZ:
```
43
Properties=species:S:1:pos:R:3:forces:R:3:lowdin_charge:R:1
O 1.908130 -1.401239 -1.963259 -2.0 1.0 1.8 -0.117
O -1.590625 -2.725978 1.771650 -4.1 3.6 -4.1 0.053
O 1.775624 -0.235142 2.462944 -1.7 -0.8 0.1 -0.056
O -0.030279 -0.927376 -3.565782 -1.0 -1.2 3.2 0.023
O 3.440385 -0.188587 0.306598 -0.5 -2.2 1.7 -0.017
O 0.994795 -2.808107 2.285402 0.1 -1.4 -0.9 -0.060
N -0.287215 0.285051 -0.606708 -0.9 1.4 0.0 -0.116
N -1.483262 -0.090105 1.873854 -3.1 -0.2 1.7 0.213
C -3.647869 -0.481487 0.788589 -1.9 0.5 6.1 -0.073
C 1.339629 1.909696 -0.870058 3.4 2.1 -1.1 -0.259
C -1.646984 -0.178978 -0.642033 0.6 -0.6 1.1 -0.174
C -0.148723 1.687142 -1.149332 0.4 -0.4 -0.7 -0.192
C 1.709130 3.415689 -1.152893 -2.1 1.0 0.1 -0.111
C -2.352945 0.221346 0.773909 -0.8 1.8 -5.0 -0.342
H -2.235507 0.302375 -1.409586 -0.3 0.2 -0.3 0.111
H -2.558026 1.481662 0.702222 0.9 -3.6 0.4 0.219
H 2.329630 0.456740 2.122419 0.3 0.4 -0.5 0.020
H -0.784131 2.638661 -0.674022 1.5 -3.1 -0.7 0.171
H -3.673440 -1.460026 1.298167 0.6 -0.2 -1.4 0.089
H 2.188695 3.924873 -0.348445 0.9 0.0 0.6 0.055
H -0.593364 -0.048530 1.505035 3.1 1.0 -0.7 0.066
H -1.528195 -1.249989 -0.957541 -1.1 0.5 1.1 0.149
H 4.139703 -0.158692 0.962368 0.3 -0.1 0.0 0.074
H -4.240886 -0.363075 -0.036193 -1.1 -0.1 -2.4 0.059
H 1.165477 -3.730935 1.960683 -0.2 1.2 0.5 0.102
H 1.909936 -1.284572 -0.970599 0.7 -0.4 -1.5 0.021
H -1.934114 -3.188596 2.433308 -0.7 -3.5 4.3 0.016
H 3.541175 0.537329 -0.240445 0.6 2.2 -1.8 -0.008
H 0.241595 -1.538215 -4.204555 0.6 -0.7 -1.9 0.059
H -4.315980 -0.008742 1.628029 0.9 -0.1 -1.4 0.125
H 0.362421 -0.355219 -1.089383 -0.8 1.1 0.5 0.052
H -1.778107 0.595675 2.540424 1.1 0.6 1.1 0.173
H 0.838234 4.128325 -1.308116 0.1 -1.2 0.5 0.082
H -0.174694 -0.049692 -3.786340 -0.2 2.1 -1.7 0.026
H -1.622974 -1.035591 2.294951 -0.2 -0.1 -0.7 0.139
H 0.985624 -1.039724 -2.238311 2.4 -1.3 -0.5 0.002
H -0.474863 1.683619 -2.301071 0.9 0.2 2.3 0.147
H 2.172153 3.647506 -2.092791 1.0 -0.6 -0.3 0.060
H 2.247307 1.409488 -1.437288 -2.7 0.1 -0.1 0.132
H 1.121623 -0.443495 1.753184 1.4 0.5 0.6 0.008
H 1.710457 1.531000 0.125825 -1.4 1.0 -0.4 0.082
H 1.732705 -2.290224 1.952330 0.5 0.1 0.3 0.025
H -0.752245 -2.573857 1.502857 4.7 -0.8 0.1 -0.031
```
Forces are in eV/Å.

C6H29NO10 | ωB97M-V/def2-TZVPD

Results
LUMO: 0.095 eV
charge: 0
relative energy (zero: lowest compared OMol25 entry of this formula, charge and spin): 41.6 kcal/mol
structure (SMILES): C=CCCNC(C)=O.O.O.O.O.O.O.O.O.O

Geometry as XYZ:
```
46
Properties=species:S:1:pos:R:3:forces:R:3:lowdin_charge:R:1
O -0.152367 0.165666 -0.407011 0.1 -0.2 -0.4 0.038
O -3.147600 -1.525579 -0.183592 0.1 0.3 0.6 -0.062
O 1.373088 3.008644 1.848155 0.1 -0.1 0.2 -0.060
O 0.289736 -3.419733 -1.170408 0.1 -0.3 -0.3 -0.078
O 3.080577 1.003810 -0.659398 0.1 -0.1 -0.5 -0.039
O -0.241787 3.730868 -0.330931 -0.2 0.0 0.2 -0.075
O 0.401936 2.147356 -2.475489 -0.2 -0.1 -0.4 -0.060
O -2.343938 -0.674977 -2.601189 0.0 0.0 -0.3 -0.038
O 3.037073 1.701382 -3.288298 0.0 0.0 0.4 -0.081
O -1.676208 -3.642243 0.774795 0.4 -0.3 0.5 -0.068
N -1.092124 0.580881 1.621935 -0.2 -0.8 0.0 0.070
C 0.213207 -1.547180 2.174233 -0.1 1.3 -0.6 -0.182
C -2.128372 1.576082 -0.300083 -0.3 -1.1 -1.2 -0.006
C 2.542538 -2.081468 1.415795 0.1 0.2 -0.9 0.011
C -1.068289 0.625863 0.258140 -0.2 2.0 2.0 -0.534
C -0.074041 -0.041336 2.456112 0.1 -0.8 0.3 -0.151
C 1.658244 -1.878994 2.377057 -0.1 -1.0 0.5 -0.179
H 0.495245 4.310650 -0.533910 0.1 0.0 -0.2 0.050
H -1.982225 0.752024 2.057571 0.0 0.3 -0.1 0.144
H 0.841038 0.538736 2.344782 0.1 -0.1 0.1 0.100
H -0.101121 -1.695686 1.146105 0.3 -0.3 -0.1 0.070
H -1.465662 -0.578682 -2.985543 0.0 0.1 0.1 0.063
H 1.900870 -2.143167 3.405213 0.2 0.0 -0.1 0.100
H 0.324912 1.205242 -2.279660 0.1 0.0 0.2 0.026
H 3.168962 1.049943 -2.573320 0.0 -0.1 -0.4 0.018
H -0.394054 -2.197816 2.801177 -0.1 0.1 0.0 0.110
H -0.384895 0.016063 3.499042 -0.1 0.5 -0.1 0.124
H -0.150966 2.986896 -0.956086 0.3 0.5 -0.1 -0.007
H 3.838574 0.846056 -0.092978 -0.3 0.0 0.4 0.062
H 0.489414 -2.485975 -1.263802 -0.1 0.1 0.2 0.004
H -0.316341 -3.509751 -0.412626 0.1 0.3 -0.1 -0.017
H 0.776681 2.350317 1.480125 -0.1 -0.1 0.0 -0.016
H -2.630976 -1.548768 -2.886466 0.0 -0.1 -0.1 0.067
H -2.160790 -4.401435 0.441701 -0.3 0.2 0.0 0.060
H 2.326083 -1.802730 0.387539 -0.3 -0.2 0.0 0.050
H 3.512094 -2.558330 1.493821 0.1 0.3 0.7 0.056
H -2.254415 -2.863470 0.810230 -0.2 -0.2 -0.5 0.017
H 1.085174 2.202125 -3.163097 -0.1 -0.2 0.2 0.037
H -1.816621 1.587448 -1.344308 -0.8 0.3 -0.2 0.068
H -2.636947 -1.006549 -0.837931 -0.4 -0.4 -0.1 0.004
H 0.911472 3.805878 1.570771 0.1 0.1 0.0 0.021
H 2.912452 2.460157 -2.702593 0.3 0.3 -0.3 0.031
H -3.872726 -1.949459 -0.643304 -0.1 0.1 -0.2 0.057
H 2.277347 1.095683 -0.140112 0.1 -0.1 0.3 0.027
H -2.213712 2.596084 0.046481 0.9 0.1 0.6 0.078
H -3.150542 1.209477 -0.178641 0.2 -0.5 -0.3 0.088
```
Forces are in eV/Å.

C6H29NO8 | ωB97M-V/def2-TZVPD

Results
LUMO: 0.049 eV
charge: 0
relative energy (zero: lowest compared OMol25 entry of this formula, charge and spin): 68.2 kcal/mol
structure (SMILES): CC(C)NCCCO.O.O.O.O.O.O.O

Geometry as XYZ:
```
44
Properties=species:S:1:pos:R:3:forces:R:3:lowdin_charge:R:1
O 1.666979 -0.326593 4.476461 -0.1 0.2 0.1 -0.059
O -3.379170 -2.296978 -0.744937 -0.2 -0.5 -0.7 -0.043
O -1.981315 -0.440455 2.199639 -0.3 0.1 -0.3 -0.042
O 3.192088 0.104087 2.205991 -0.4 0.4 -0.3 -0.054
O 3.810768 -1.290785 -0.155519 -0.2 0.2 0.0 -0.061
O -3.066425 1.948324 -2.708067 -0.2 -0.5 0.3 -0.076
O 1.494695 3.643945 -1.349813 -0.2 0.2 0.6 -0.060
O -0.076132 2.222066 0.897811 0.0 -0.3 -0.3 -0.063
N -0.469002 -0.317894 -0.715683 1.1 0.2 0.0 -0.038
C 0.594761 -1.287876 1.206958 0.3 0.1 -0.3 -0.076
C -0.686165 1.535023 -2.389904 0.2 -0.3 0.8 -0.174
C 0.070600 -2.749670 -0.726499 1.7 0.7 -1.1 -0.045
C 0.538133 -1.330812 -0.323155 -2.1 -0.6 0.7 -0.387
C -1.987008 2.041673 -1.765720 -0.1 2.1 -1.5 -0.258
C -0.519667 0.041239 -2.108554 -0.5 0.2 -1.4 -0.228
H -1.804957 -1.257201 2.677411 -0.1 0.1 0.1 0.049
H 0.362116 -0.280622 -2.646906 0.5 -0.3 0.2 0.121
H -2.278286 1.727796 -0.763566 0.2 -0.7 -0.1 0.107
H 2.286342 0.200318 1.867914 0.2 0.1 -0.2 0.024
H -0.101762 2.044149 -0.054658 0.2 0.2 0.0 -0.010
H -1.354084 -0.550442 -0.297560 -0.2 0.2 0.0 0.072
H -0.863440 -3.073626 -0.292052 -0.2 0.1 0.2 0.063
H -0.375342 1.348145 1.186628 -0.1 0.2 0.3 -0.004
H 3.399509 0.994626 2.508399 0.3 0.1 0.0 0.081
H 4.111306 -1.940096 0.482227 0.2 -0.3 0.0 0.037
H 1.491371 -1.097575 -0.783332 0.1 0.1 0.0 0.118
H 0.292521 -0.298352 1.538681 0.5 0.1 0.2 0.040
H 1.825933 -0.375167 3.528672 0.0 -0.4 0.2 -0.030
H 2.323863 0.331792 4.729760 -0.1 -0.1 0.3 0.033
H -2.657989 -1.765768 -0.409841 -0.3 0.1 0.5 -0.020
H -0.001598 -2.738432 -1.818287 -0.3 -0.3 0.0 0.079
H -0.157888 -1.942492 1.639751 0.2 -0.3 0.0 0.074
H 3.552612 -0.558238 0.427916 0.3 -0.1 -0.2 -0.002
H -2.879094 -0.173787 2.425604 0.1 -0.1 0.1 0.058
H 0.202182 2.117346 -2.108984 -0.3 -0.4 0.5 0.077
H -4.144057 -2.271311 -0.165186 0.3 0.3 0.2 0.041
H 0.639906 4.078558 -1.446514 0.0 0.2 -0.4 0.040
H -1.913679 3.133702 -1.679942 0.2 -0.1 0.3 0.114
H -1.333833 -0.425929 -2.684069 -0.1 -0.4 0.3 0.116
H 1.581422 -1.574272 1.566082 -0.1 -0.2 0.1 0.075
H -0.697918 1.700703 -3.468364 -0.5 -0.1 -0.1 0.124
H 1.509464 3.535168 -0.387819 0.3 -0.2 0.0 0.032
H 0.883909 -3.442396 -0.494836 -0.2 -0.2 0.1 0.084
H -3.101667 1.058109 -3.076138 0.0 0.0 0.1 0.074
```
Forces are in eV/Å.